No. 1
Computed, not measured: a single C8H13N3 molecule at a distorted geometry, with ωB97M-V with the def2-TZVPD basis set.

Structure (ORCA input):
```
! wB97M-V def2-TZVPD RIJCOSX def2/J DEFGRID3
* xyz 0 1
C 1.261 0.699 1.083
C 0.707 -0.230 0.041
C 0.259 -1.469 0.652
C 1.820 -0.219 -1.010
N -0.510 0.435 -0.626
C -1.614 1.064 0.407
C -3.020 1.312 -0.294
C -1.049 2.417 0.629
N -0.511 3.377 0.826
C -1.825 0.387 1.647
N -2.208 -0.231 2.544
H 2.186 0.367 1.648
H 1.661 1.570 0.594
H 0.522 1.130 1.804
H -0.392 -2.149 0.000
H -0.304 -1.270 1.533
H 1.088 -2.023 1.021
H 2.479 -1.016 -0.725
H 1.413 -0.498 -1.930
H 2.365 0.753 -1.095
H -0.261 1.249 -1.206
H -2.974 2.286 -0.791
H -3.403 0.492 -0.891
H -3.691 1.465 0.580
*
```

Summary:
SMILES = CC(C)(C)NC(C)(C#N)C#N
HOMO level = -9.898 eV
Energy above the lowest of the compared OMol25 structures with the same formula, charge and spin = 59.00 kcal/mol
Gap between HOMO and LUMO = 10.6 eV
LUMO = 0.73 eV

***

No. 2
Computed, not measured: 2 unconnected molecules or ions with the total composition C4H12 at a distorted geometry, with ωB97M-V with the def2-TZVPD basis set.

Structure (ORCA input):
```
! wB97M-V def2-TZVPD RIJCOSX def2/J DEFGRID3
* xyz -1 2
C 0.021 2.801 -0.690
C -0.420 2.721 0.871
H -0.561 3.495 -1.257
H 0.925 3.352 -0.697
H 0.172 1.818 -1.042
H -0.741 1.687 0.922
H -1.238 3.513 1.177
H 0.530 2.743 1.383
C 0.864 -3.214 -0.223
C -0.383 -2.320 0.085
H 1.335 -3.597 0.666
H 0.414 -4.009 -0.821
H 1.549 -2.646 -0.855
H -0.736 -1.601 -0.722
H -1.333 -2.946 0.196
H -0.396 -1.798 1.008
*
```

Summary:
Expectation value of S² = 0.750
HOMO level (alpha / beta) = 1.488 / -7.713 eV
Energy above the lowest of the compared OMol25 structures with the same formula, charge and spin = 23.35 kcal/mol
Gap between HOMO and LUMO (alpha / beta) = 2.8 / 12.1 eV
LUMO (alpha / beta) = 4.34 / 4.43 eV

***

No. 3
Computed, not measured: a single C4H7N3S molecule at a distorted geometry, with ωB97M-V with the def2-TZVPD basis set.

Structure (ORCA input):
```
! wB97M-V def2-TZVPD RIJCOSX def2/J DEFGRID3
* xyz 0 1
H -2.213 -1.770 -1.456
N -1.717 -1.847 -0.588
C -0.890 -0.895 -0.448
N -0.177 -0.734 0.720
N -0.280 -1.743 1.695
S -0.572 0.312 -1.727
C 0.001 1.769 -0.782
C 1.399 1.721 -0.377
C 2.548 1.635 -0.015
H 0.754 -0.365 0.634
H -1.137 -1.564 2.206
H -0.448 -2.617 1.218
H -0.645 1.895 0.081
H -0.165 2.619 -1.464
H 3.541 1.585 0.304
*
```

Summary:
SMILES = [H]/N=C(/NN)SCC#C
HOMO level = -9.295 eV
Energy above the lowest of the compared OMol25 structures with the same formula, charge and spin = 79.93 kcal/mol
Gap between HOMO and LUMO = 10.0 eV
LUMO = 0.72 eV

***

No. 4
Computed, not measured: a gas-phase ion, C6H12I2N (charge +1) at a distorted geometry, with ωB97M-V with the def2-TZVPD basis set.

Structure (ORCA input):
```
! wB97M-V def2-TZVPD RIJCOSX def2/J DEFGRID3
* xyz 1 1
C 0.067 0.301 -2.528
C -0.687 -0.288 -1.410
C 0.973 1.316 -1.927
C 0.309 -0.350 -0.229
C -1.091 -0.987 1.617
C 0.742 0.220 2.169
N -0.252 0.073 1.126
I 0.321 3.041 -0.958
I 1.589 -2.141 -0.051
H 0.723 -0.440 -2.990
H -0.524 0.700 -3.394
H -1.484 0.307 -1.200
H -1.137 -1.251 -1.664
H 2.095 1.493 -2.212
H -1.887 -0.795 2.337
H -1.677 -1.573 0.898
H -0.465 -1.642 2.049
H 1.379 1.123 1.958
H 0.146 0.431 2.934
H 1.469 -0.601 2.406
H -0.610 1.063 1.069
*
```

Summary:
HOMO level (alpha / beta) = -12.455 / -11.801 eV
Energy above the lowest of the compared OMol25 structures with the same formula, charge and spin = 64.77 kcal/mol
Gap between HOMO and LUMO (alpha / beta) = 8.4 / 7.1 eV
LUMO (alpha / beta) = -4.03 / -4.66 eV

***

No. 5
Computed, not measured: 3 unconnected molecules or ions with the total composition C29H63BN3O9PSi4 at a distorted geometry, with ωB97M-V with the def2-TZVPD basis set.

Structure (ORCA input):
```
! wB97M-V def2-TZVPD RIJCOSX def2/J DEFGRID3
* xyz 0 1
C 4.361 -1.903 -1.846
C 4.128 -2.057 -0.229
O 2.967 -1.326 0.305
B 3.061 0.129 -0.070
O 4.385 0.779 -0.031
C 1.626 0.860 -0.447
C 1.216 1.470 -1.918
C -0.285 2.135 -2.167
C -1.452 2.221 -0.972
N -2.773 2.810 -1.381
C -3.679 2.759 -0.183
C -5.237 3.318 -0.418
O -5.587 4.449 0.456
C -6.066 5.610 -0.340
C -3.326 2.225 1.313
P -4.629 2.253 2.752
O -3.961 1.143 3.964
O -6.114 1.446 2.248
N -1.978 1.654 1.650
C -1.028 1.639 0.487
C 0.475 0.970 0.761
O 0.803 0.419 2.077
C 1.317 1.398 3.026
C 1.490 2.930 2.503
N 2.717 3.154 1.594
C 2.553 4.414 0.767
C 3.837 4.789 -0.182
C 4.568 6.221 0.191
O 4.895 3.769 -0.233
H 4.914 -2.862 -2.282
H 5.115 -0.996 -1.989
H 3.389 -1.673 -2.465
H 5.098 -1.788 0.412
H 3.923 -3.210 -0.001
H 4.681 0.867 0.934
H 1.985 1.437 -2.805
H -0.498 2.540 -3.270
H -5.966 2.417 -0.176
H -5.366 3.536 -1.574
H -6.870 6.195 0.315
H -5.161 6.339 -0.597
H -6.627 5.304 -1.330
H -4.095 0.202 3.598
H -5.895 0.621 1.698
H 2.339 0.957 3.459
H 0.578 1.433 3.961
H 0.507 3.426 2.058
H 1.735 3.587 3.472
H 3.517 3.376 2.254
H 2.273 5.340 1.434
H 1.627 4.221 0.046
H 3.442 4.917 -1.301
H 4.002 7.154 -0.254
H 4.781 6.323 1.358
H 5.642 6.207 -0.324
H 5.318 3.792 -1.162
C -11.158 1.855 -3.898
Si -10.252 0.580 -4.944
C -11.163 -1.059 -4.808
C -10.321 1.140 -6.736
O -8.666 0.416 -4.424
Si -7.814 -0.013 -3.044
C -5.961 0.071 -3.340
C -8.245 -1.769 -2.525
C -8.232 1.149 -1.624
H -11.247 1.514 -2.863
H -12.165 2.028 -4.289
H -10.619 2.807 -3.902
H -10.628 -1.843 -5.354
H -12.170 -0.977 -5.222
H -11.249 -1.368 -3.760
H -9.830 0.413 -7.389
H -9.825 2.107 -6.860
H -11.361 1.245 -7.063
H -5.665 -0.612 -4.143
H -5.416 -0.211 -2.434
H -5.658 1.085 -3.619
H -9.296 -1.839 -2.233
H -7.633 -2.080 -1.673
H -8.069 -2.466 -3.349
H -9.285 1.054 -1.344
H -8.045 2.188 -1.912
H -7.623 0.918 -0.746
C 6.343 -3.404 3.059
Si 7.249 -4.679 2.013
C 6.338 -6.318 2.150
C 7.180 -4.120 0.221
O 8.835 -4.843 2.533
Si 9.686 -5.272 3.914
C 11.540 -5.189 3.617
C 9.256 -7.028 4.433
C 9.268 -4.111 5.333
H 6.254 -3.745 4.094
H 5.335 -3.232 2.669
H 6.882 -2.453 3.055
H 6.873 -7.103 1.604
H 5.331 -6.236 1.736
H 6.252 -6.628 3.197
H 7.671 -4.847 -0.432
H 7.675 -3.153 0.097
H 6.140 -4.015 -0.106
H 11.835 -5.871 2.815
H 12.084 -5.471 4.523
H 11.842 -4.175 3.339
H 8.204 -7.099 4.724
H 9.868 -7.340 5.284
H 9.432 -7.725 3.608
H 8.215 -4.206 5.613
H 9.456 -3.072 5.046
H 9.877 -4.342 6.212
*
```

Summary:
SMILES = CCOB(O)c1ccc2nc(COC)c(P(O)O)nc2c1OCCNC[C@@H](C)O.C[Si](C)(C)O[Si](C)(C)C.C[Si](C)(C)O[Si](C)(C)C
HOMO level = -8.075 eV
Gap between HOMO and LUMO = 6.7 eV
LUMO = -1.35 eV

***

No. 6
Computed, not measured: a molecular structure, C6H16N2 at a distorted geometry, with ωB97M-V with the def2-TZVPD basis set.

Structure (ORCA input):
```
! wB97M-V def2-TZVPD RIJCOSX def2/J DEFGRID3
* xyz 0 1
C -0.922 1.268 -0.702
C -2.065 2.138 -1.722
C -1.901 0.529 -1.367
N 2.209 0.265 0.982
C 3.016 -0.557 1.797
C 1.404 -0.685 0.339
C 0.010 -1.168 0.979
N -0.968 -1.760 -0.309
H 0.132 1.194 -1.131
H -0.845 1.641 0.367
H -1.731 2.044 -2.820
H -1.527 3.214 -1.587
H -3.108 2.273 -1.438
H -2.744 0.121 -0.841
H -1.412 -0.250 -1.946
H 2.389 -1.199 2.444
H 3.565 -1.232 1.082
H 3.735 -0.104 2.492
H 1.064 -0.452 -0.628
H 1.955 -1.611 0.316
H -0.824 -0.667 0.279
H -0.121 -0.513 1.905
H 0.292 -2.139 1.256
H -1.602 -2.348 0.252
*
```

Summary:
HOMO level = -4.770 eV
Energy above the lowest of the compared OMol25 structures with the same formula, charge and spin = 312.53 kcal/mol
Gap between HOMO and LUMO = 3.4 eV
LUMO = -1.33 eV

***

No. 7
Computed, not measured: 3 unconnected molecules or ions with the total composition C6H16NO3 at a distorted geometry, with ωB97M-V with the def2-TZVPD basis set.

Structure (ORCA input):
```
! wB97M-V def2-TZVPD RIJCOSX def2/J DEFGRID3
* xyz -1 1
C 0.886 -2.601 0.542
O 0.553 -2.123 -0.757
C 0.345 -1.733 1.658
C 1.069 -0.384 1.835
C 0.628 0.905 1.132
N -1.278 0.728 -2.177
C -0.956 0.427 -0.775
C -0.027 1.175 -0.072
H 1.977 -2.677 0.643
H 0.416 -3.585 0.578
H -0.689 -1.492 1.452
H 0.380 -2.219 2.632
H 0.998 -0.158 2.898
H 2.139 -0.565 1.620
H 1.309 1.699 1.426
H 0.707 -1.168 -0.788
H -1.804 1.597 -2.324
H -1.787 -0.041 -2.591
H -1.585 -0.301 -0.286
H 0.280 2.063 -0.626
H 1.781 1.387 -2.252
H 0.453 1.130 -2.925
O 1.335 1.525 -3.098
H -2.388 2.015 -0.003
H -2.054 1.987 1.429
O -2.687 2.407 0.828
*
```

Summary:
HOMO level = -1.528 eV
Energy above the lowest of the compared OMol25 structures with the same formula, charge and spin = 39.94 kcal/mol
Gap between HOMO and LUMO = 5.3 eV
LUMO = 3.75 eV

***

No. 8
Computed, not measured: a molecular structure, C25H50ClF3HfO3P2SSi2 at a distorted geometry, with ωB97M-V with the def2-TZVPD basis set.

Structure (ORCA input):
```
! wB97M-V def2-TZVPD RIJCOSX def2/J DEFGRID3
* xyz 0 1
Hf 0.476 0.073 -0.304
C -2.031 0.683 -0.005
C -1.396 1.768 0.697
C -0.653 2.474 -0.271
Si -1.713 2.102 2.528
C -0.828 1.884 -1.540
C -1.706 0.775 -1.419
Si -2.595 -0.289 -2.695
H -2.769 0.036 0.422
H -0.106 3.399 -0.069
H -0.417 2.278 -2.467
Cl 3.274 -1.111 0.169
C -4.308 -0.869 -2.184
C -2.799 0.741 -4.256
C -3.444 1.663 3.107
C -1.482 3.941 2.834
H -3.601 1.465 -4.064
H -3.119 0.079 -5.073
H -1.883 1.272 -4.544
H -4.263 -1.607 -1.376
H -4.789 -1.317 -3.061
H -4.903 -0.010 -1.853
H -2.336 4.459 2.376
H -0.548 4.343 2.426
H -1.517 4.106 3.920
H -4.186 2.155 2.470
H -3.561 2.050 4.125
H -3.629 0.580 3.100
C -1.352 -1.689 -2.895
C -0.379 1.032 3.309
P 0.400 -1.249 -2.564
H -1.424 -2.005 -3.954
H -1.685 -2.516 -2.253
P 1.200 0.940 2.346
H -0.806 0.025 3.460
H -0.202 1.479 4.302
C 2.157 -0.219 3.485
C 1.909 2.666 2.613
C 0.812 -0.282 -4.120
C 1.173 -2.917 -2.772
C 1.545 -3.524 -1.438
H 2.097 -2.694 -3.330
C 0.330 -3.966 -3.515
H -0.508 -4.301 -2.872
H 0.963 -4.850 -3.691
H -0.070 -3.615 -4.462
H 2.109 -2.812 -0.821
H 2.167 -4.420 -1.600
H 0.652 -3.847 -0.890
H 0.169 0.619 -4.055
C 0.497 -1.057 -5.392
C 2.259 0.227 -4.197
H -0.574 -1.225 -5.493
H 1.035 -2.013 -5.410
H 0.825 -0.484 -6.275
H 2.332 1.177 -3.668
H 2.551 0.403 -5.252
H 2.975 -0.504 -3.778
H 1.173 3.339 2.129
C 3.256 2.923 1.927
C 2.027 3.037 4.089
H 1.035 3.020 4.562
H 2.438 4.056 4.208
H 2.717 2.351 4.600
H 3.069 3.202 0.888
H 3.905 2.034 1.977
H 3.794 3.757 2.414
C 2.032 -1.665 3.001
C 1.751 -0.256 4.950
H 3.209 0.102 3.369
H 0.774 -0.769 5.056
H 1.692 0.714 5.416
H 2.484 -0.854 5.518
H 1.024 -2.073 3.147
H 2.749 -2.274 3.573
H 2.306 -1.773 1.926
C 2.201 1.345 -0.986
H 2.069 2.378 -1.389
H 2.898 1.465 -0.143
H 2.819 0.836 -1.751
F -1.022 -2.238 3.412
C -1.998 -2.646 2.556
F -2.349 -3.882 2.891
F -3.030 -1.783 2.783
S -1.475 -2.532 0.771
O -0.920 -3.829 0.453
O -2.585 -2.024 -0.006
O -0.370 -1.463 0.847
*
```

Summary:
HOMO level = -8.285 eV
Gap between HOMO and LUMO = 8.3 eV
LUMO = 0.03 eV

***

No. 9
Computed, not measured: a molecular structure, C8H21I2O4P2RuS at a distorted geometry, with ωB97M-V with the def2-TZVPD basis set.

Structure (ORCA input):
```
! wB97M-V def2-TZVPD RIJCOSX def2/J DEFGRID3
* xyz 3 5
I -2.869 0.458 -1.306
I 2.193 0.577 -1.172
Ru -0.355 0.675 -0.562
P -0.275 -2.760 -0.825
C -0.685 -3.880 0.520
C -1.581 -2.771 -2.059
H -1.625 -3.765 -2.518
H 1.140 -4.265 -1.975
H -1.365 -2.018 -2.825
H 1.453 -2.577 -2.499
H -1.605 -3.503 0.988
H -2.539 -2.520 -1.591
C 1.254 -3.228 -1.636
H -0.835 -4.904 0.152
H 2.081 -3.153 -0.922
H 0.108 -3.850 1.276
P -0.358 2.812 -0.999
C -0.560 3.790 0.536
C 1.072 3.690 -1.772
H -1.710 2.911 -3.027
H -1.507 4.529 -2.316
H -2.661 3.367 -1.596
C -1.691 3.473 -2.090
H 1.348 3.216 -2.718
H 0.759 4.723 -1.967
H -0.469 4.858 0.308
H 0.224 3.500 1.246
H 1.939 3.685 -1.107
H -1.543 3.588 0.976
C -0.825 0.842 1.201
O -1.271 0.945 2.273
C 2.219 -1.140 4.705
S 1.649 -1.007 2.979
O 0.452 -1.822 2.834
O 1.600 0.404 2.616
O -0.126 -1.388 -0.176
H 1.509 -0.566 5.307
H 3.229 -0.731 4.745
H 2.224 -2.195 4.995
*
```

Summary:
Expectation value of S² = 6.023
HOMO level (alpha / beta) = -17.451 / -19.812 eV
Energy above the lowest of the compared OMol25 structures with the same formula, charge and spin = 0.00 kcal/mol
Gap between HOMO and LUMO (alpha / beta) = 4.5 / 5.1 eV
LUMO (alpha / beta) = -12.98 / -14.72 eV

***

No. 10
Computed, not measured: 10 unconnected molecules or ions with the total composition C24H46N10O4 at a distorted geometry, with ωB97M-V with the def2-TZVPD basis set.

Structure (ORCA input):
```
! wB97M-V def2-TZVPD RIJCOSX def2/J DEFGRID3
* xyz 0 1
C 1.435 -4.084 1.006
N 1.478 -3.747 2.508
C 0.231 -4.177 3.080
C 2.518 -3.154 3.084
O 2.575 -2.997 4.297
H 0.586 -3.680 0.455
H 1.450 -5.154 0.796
H 2.341 -3.794 0.474
H -0.612 -3.592 2.713
H 0.047 -5.230 2.868
H 0.148 -4.003 4.153
H 3.234 -2.803 2.324
C -2.179 -4.386 -2.810
N -1.711 -3.283 -3.613
C -0.704 -2.432 -3.084
C -2.124 -3.132 -4.845
O -1.716 -2.224 -5.603
H -3.106 -4.837 -3.162
H -2.376 -3.977 -1.819
H -1.383 -5.119 -2.675
H 0.113 -3.050 -2.711
H -0.385 -1.664 -3.788
H -1.134 -1.969 -2.196
H -2.947 -3.829 -5.065
C 2.200 1.642 -2.324
N 3.618 1.428 -2.474
C 4.047 1.030 -3.770
C 4.535 1.581 -1.512
O 5.746 1.479 -1.653
H 1.910 2.513 -2.912
H 2.021 1.650 -1.249
H 1.632 0.801 -2.722
H 3.918 -0.052 -3.813
H 3.366 1.453 -4.508
H 5.110 1.225 -3.915
H 3.983 1.873 -0.606
C -1.743 1.959 -2.002
N -1.440 2.496 -3.310
C -0.885 3.855 -3.345
C -1.515 1.746 -4.433
O -1.201 2.140 -5.518
H -1.091 2.470 -1.294
H -1.568 0.895 -1.843
H -2.769 2.107 -1.664
H -0.627 4.042 -4.387
H -1.645 4.579 -3.050
H 0.101 4.009 -2.908
H -1.866 0.731 -4.187
C -2.574 4.067 0.965
C -1.306 4.605 1.512
N -0.316 5.053 1.895
H -2.658 2.997 0.774
H -2.798 4.619 0.052
H -3.295 4.375 1.722
C 2.274 3.408 2.707
C 1.476 3.438 3.992
N 0.877 3.463 4.992
H 3.211 2.868 2.844
H 2.324 4.463 2.437
H 1.674 2.911 1.945
C 2.210 0.248 4.216
C 2.846 0.188 2.898
N 3.371 0.101 1.851
H 1.153 0.504 4.291
H 2.679 1.085 4.734
H 2.432 -0.680 4.742
C -4.413 -1.907 1.216
C -3.767 -1.349 0.047
N -3.193 -0.906 -0.865
H -4.131 -2.960 1.186
H -5.493 -1.784 1.139
H -3.940 -1.454 2.087
C 0.366 -0.745 0.464
C -0.138 0.526 0.931
N -0.457 1.555 1.313
H 0.839 -1.203 1.333
H 1.028 -0.600 -0.389
H -0.465 -1.384 0.167
C -2.054 0.945 4.523
C -1.611 -0.259 3.888
N -1.207 -1.204 3.361
H -2.294 0.642 5.542
H -2.947 1.291 4.002
H -1.317 1.747 4.495
*
```

Summary:
SMILES = CN(C)C=O.CN(C)C=O.CN(C)C=O.CN(C)C=O.CC#N.CC#N.CC#N.CC#N.CC#N.CC#N
HOMO level = -9.162 eV
Energy above the lowest of the compared OMol25 structures with the same formula, charge and spin = 0.00 kcal/mol
Gap between HOMO and LUMO = 9.0 eV
LUMO = -0.16 eV

***

No. 11
Computed, not measured: a single C5H7ClN2 molecule at a distorted geometry, with ωB97M-V with the def2-TZVPD basis set.

Structure (ORCA input):
```
! wB97M-V def2-TZVPD RIJCOSX def2/J DEFGRID3
* xyz 0 1
C 1.329 1.090 1.190
C 1.305 -0.136 0.556
C 0.285 1.945 0.905
C -0.917 0.308 0.098
C 0.086 -1.719 -0.832
N 0.149 -0.481 -0.081
N -1.936 0.361 -0.762
Cl -0.311 3.113 1.974
H 2.198 1.375 1.770
H 2.110 -0.847 0.571
H -0.372 -2.508 -0.230
H -0.511 -1.588 -1.736
H 1.088 -2.030 -1.120
H -2.664 1.024 -0.565
H -1.838 0.091 -1.738
*
```

Summary:
HOMO level = -6.676 eV
Energy above the lowest of the compared OMol25 structures with the same formula, charge and spin = 95.89 kcal/mol
Gap between HOMO and LUMO = 7.3 eV
LUMO = 0.64 eV